{"formula": "C16H17AsBCoF4I2N3O8S4", "method": "ωB97M-V/def2-TZVPD", "s2": 1.233, "spin_multiplicity": 2, "total_charge": -2, "homo_lumo_gap_ev": [6.83, 6.81], "lumo_ev": [3.43, 3.39], "symbols": ["Co", "O", "As", "O", "O", "C", "C", "C", "C", "C", "C", "S", "O", "O", "O", "H", "H", "H", "H", "H", "I", "C", "I", "H", "H", "F", "B", "F", "F", "F", "C", "N", "C", "N", "S", "H", "H", "H", "H", "H", "H", "O", "S", "O", "N", "C", "S", "C", "C", "C", "C", "C", "C", "H", "H", "H", "H"], "positions_angstrom": [[-0.13091, -0.42680, -0.80933], [-2.22042, 3.52558, -0.33268], [-2.25831, 1.96498, -1.16328], [-2.21850, 2.09108, -2.78064], [-1.12852, 1.09322, -0.27140], [-4.01095, 1.33606, -0.65648], [-4.93860, 2.15496, -0.02299], [-6.23118, 1.70999, 0.21646], [-6.60591, 0.43482, -0.18705], [-5.69287, -0.39349, -0.81987], [-4.39655, 0.05459, -1.05485], [-2.94421, -0.78420, -3.23751], [-1.46636, -0.84164, -2.89938], [-3.38171, -2.08747, -3.73334], [-3.49516, -0.82521, -1.58002], [-1.33979, 3.88869, -0.50072], [-4.63605, 3.14863, 0.28231], [-6.94315, 2.35760, 0.71408], [-7.61242, 0.07735, -0.00266], [-5.94957, -1.39830, -1.12912], [-0.48745, -2.95961, -2.41513], [0.23601, -3.30283, -4.17309], [0.72351, -5.59377, -1.01523], [1.05307, -2.64813, -4.44360], [-0.52249, -3.50351, -4.91743], [0.89560, 0.70881, -2.12221], [1.19239, 2.06978, -2.65017], [0.78549, 2.10410, -3.96235], [2.57792, 2.23579, -2.54900], [0.53228, 2.99304, -1.83680], [1.21201, -3.90537, 2.50488], [0.13878, -3.45765, 1.63899], [-0.38495, -2.25662, 1.66598], [-0.05083, -1.40498, 2.65327], [-1.54309, -1.74141, 0.48233], [1.36708, -4.96428, 2.31331], [0.94140, -3.75919, 3.55237], [2.13202, -3.36188, 2.28708], [-0.08445, -4.04891, 0.84106], [0.91285, -1.43712, 2.98359], [-0.38295, -0.46534, 2.48546], [2.56795, 1.24814, 4.44959], [3.45120, 0.42871, 3.66291], [4.43816, -0.34801, 4.36687], [2.57704, -0.54541, 2.66061], [2.77821, -0.26505, 1.39783], [2.13226, -1.11583, 0.06831], [3.73739, 0.86869, 1.17679], [4.14308, 1.42469, -0.02109], [5.02785, 2.49581, 0.02771], [5.49927, 2.98726, 1.24156], [5.09031, 2.42469, 2.44680], [4.20481, 1.37078, 2.37528], [3.74579, 1.05139, -0.95552], [5.33704, 2.96368, -0.89804], [6.18499, 3.82584, 1.24789], [5.44158, 2.80325, 3.39768]], "atomic_forces_ev_per_a": [[-0.17, 0.93, -0.05], [-0.07, 0.12, -0.01], [-0.07, -0.07, 0.06], [0.03, 0.00, -0.03], [0.15, -0.18, 0.01], [-0.12, 0.11, 0.01], [0.07, 0.00, -0.04], [-0.05, -0.01, 0.01], [0.00, 0.00, 0.01], [0.01, 0.05, 0.01], [0.11, -0.15, -0.04], [-0.31, 0.21, -0.07], [0.21, -0.05, 0.38], [0.04, 0.01, 0.07], [-0.04, 0.06, 0.10], [0.03, -0.02, -0.03], [0.01, 0.00, 0.00], [0.00, -0.01, 0.00], [-0.01, 0.02, 0.00], [0.00, 0.00, 0.00], [0.34, -0.76, -0.71], [-0.41, 0.93, 0.17], [-0.02, -0.17, 0.04], [0.19, -0.25, -0.02], [0.13, -0.42, 0.00], [0.11, -0.05, -0.09], [-0.22, -0.13, 0.09], [0.06, 0.05, 0.04], [0.08, -0.01, 0.04], [0.11, 0.03, -0.04], [-0.11, 0.02, 0.00], [-0.07, -0.14, 0.08], [-0.01, 0.38, 0.24], [-0.16, -0.28, -0.30], [-0.10, -0.36, 0.00], [0.03, 0.02, -0.02], [0.00, 0.01, 0.00], [0.04, 0.04, 0.00], [0.07, 0.07, 0.01], [-0.04, 0.08, 0.11], [-0.01, 0.00, 0.05], [0.02, -0.02, -0.01], [0.01, 0.00, 0.05], [0.00, 0.01, 0.00], [0.22, -0.01, -0.03], [-0.02, 0.17, -0.06], [0.05, -0.23, 0.03], [-0.04, -0.03, 0.04], [-0.05, 0.00, -0.06], [-0.02, -0.01, -0.03], [0.00, -0.01, 0.01], [-0.02, 0.01, -0.03], [0.04, 0.02, 0.03], [0.00, 0.05, -0.01], [-0.01, 0.00, 0.00], [0.00, 0.00, 0.01], [0.00, 0.00, 0.00]]}

---

{"formula": "C16H17Cl2F5O2Os", "method": "ωB97M-V/def2-TZVPD", "s2": 6.020, "spin_multiplicity": 5, "total_charge": -2, "homo_lumo_gap_ev": [4.15, 4.06], "lumo_ev": [4.48, 4.45], "symbols": ["C", "C", "C", "C", "C", "C", "C", "C", "C", "C", "Os", "Cl", "Cl", "O", "H", "H", "H", "H", "H", "H", "H", "H", "H", "H", "H", "H", "H", "H", "H", "H", "O", "H", "F", "C", "C", "C", "F", "C", "F", "C", "F", "C", "F"], "positions_angstrom": [[1.60502, -1.67857, 0.66052], [2.28371, -0.46626, 0.92075], [2.38651, 0.25718, -0.28916], [2.83737, -0.04665, 2.22849], [1.78114, -0.52257, -1.33216], [1.29374, -1.73025, -0.74193], [0.69164, -2.87983, -1.46288], [1.39295, -2.75861, 1.65211], [3.12623, 1.53026, -0.45559], [1.78994, -0.19421, -2.78027], [0.00000, 0.00000, 0.00000], [-0.17124, 1.10584, 2.08712], [-1.46552, -1.62058, 0.96836], [-1.27357, -0.16887, -1.43348], [2.26231, -0.45053, 3.05510], [2.84902, 1.03347, 2.33051], [3.86416, -0.40588, 2.32384], [2.88995, 2.23712, 0.33444], [2.90114, 2.00790, -1.40126], [4.19883, 1.32944, -0.41902], [1.66247, 0.87105, -2.94734], [0.99472, -0.71142, -3.30790], [2.73867, -0.49724, -3.22605], [0.15295, -2.55478, -2.34709], [-0.01291, -3.41435, -0.83428], [1.47203, -3.57577, -1.77594], [1.03999, -2.36647, 2.60138], [2.33971, -3.27299, 1.82955], [0.66864, -3.48655, 1.30864], [-1.25153, 0.61085, -2.00996], [-3.21500, -3.96804, -0.62862], [-3.65471, -4.16608, -1.47155], [0.78285, 3.19021, -1.00774], [-0.52479, 3.16551, -0.67503], [-1.11983, 1.97922, -0.22952], [-2.48968, 1.98623, 0.10923], [-3.08506, 0.84848, 0.54092], [-3.24661, 3.15302, 0.00800], [-4.56311, 3.13621, 0.33978], [-2.64687, 4.33270, -0.42919], [-3.38123, 5.46871, -0.51984], [-1.28804, 4.33959, -0.76787], [-0.70971, 5.49239, -1.19059]], "atomic_forces_ev_per_a": [[1.06, -0.58, -0.61], [-0.12, -0.39, -0.10], [0.41, -0.59, -0.79], [0.17, -0.01, 0.11], [1.05, 0.24, 0.71], [0.67, -0.14, 0.85], [-0.11, -0.07, 0.01], [0.07, -0.18, 0.08], [0.14, 0.07, 0.02], [-0.06, -0.01, -0.10], [-4.17, 1.80, -1.61], [0.83, 0.87, 2.58], [-0.11, -0.85, 0.50], [0.28, -0.48, -1.49], [-0.12, -0.02, 0.08], [-0.05, 0.16, 0.03], [0.21, -0.04, 0.09], [-0.04, 0.14, 0.12], [-0.02, 0.09, -0.17], [0.20, 0.10, -0.01], [-0.01, 0.22, -0.05], [-0.15, -0.07, -0.03], [0.11, 0.00, -0.12], [-0.18, 0.03, -0.06], [-0.29, -0.03, 0.02], [0.14, -0.08, -0.06], [-0.12, 0.07, 0.11], [0.17, -0.15, 0.10], [-0.17, -0.05, -0.05], [-0.07, -0.26, 0.25], [-0.14, -0.41, -0.32], [0.10, 0.05, 0.18], [0.01, 0.27, -0.10], [-2.17, -0.60, 0.68], [0.41, 0.62, -0.20], [0.76, 0.03, -0.35], [0.20, 1.28, -0.31], [0.08, -0.64, 0.17], [0.39, 0.28, -0.16], [0.55, -0.22, -0.05], [0.18, -0.14, -0.02], [0.11, -0.37, 0.07], [-0.19, 0.06, 0.01]]}

---

{"formula": "C16H17ClN2S2", "method": "ωB97M-V/def2-TZVPD", "total_charge": 0, "homo_lumo_gap_ev": 8.39, "lumo_ev": 0.06, "symbols": ["C", "C", "C", "C", "C", "C", "C", "N", "C", "N", "H", "C", "C", "H", "H", "S", "C", "C", "C", "C", "C", "C", "H", "H", "Cl", "H", "H", "H", "H", "S", "H", "H", "H", "H", "H", "H", "H", "H"], "positions_angstrom": [[1.10181, 2.79902, 2.04554], [0.91248, 1.62233, 2.73306], [0.27260, 1.57658, 3.85912], [0.08829, 0.47479, 4.73951], [0.64480, -0.52062, 4.35704], [1.37130, -0.76057, 3.25419], [1.45344, 0.32893, 2.58496], [2.39285, 0.50076, 1.18327], [2.45795, -0.45358, 0.22744], [1.50400, -1.55584, 0.29221], [0.90605, -1.64777, 0.86958], [1.57529, -2.47277, -0.80289], [0.43683, -1.72022, -1.86485], [0.45519, -2.69796, -2.78899], [0.98043, -0.85309, -2.26774], [-1.20086, -1.69849, -1.11252], [-2.10207, -0.56780, -2.37999], [-3.21537, -0.07410, -2.00343], [-3.81977, 0.74341, -3.13930], [-3.35630, 0.81895, -4.22200], [-2.07522, 0.43945, -4.61233], [-1.39460, -0.61067, -3.63620], [-0.46909, -0.98108, -4.07699], [-1.76985, 0.34758, -5.54612], [-3.98076, 2.02596, -5.53696], [-4.82661, 1.19715, -2.78120], [-3.67193, -0.09267, -1.00368], [1.08444, -3.49372, -0.55683], [2.36219, -2.75469, -1.11586], [3.34000, -0.30597, -1.01720], [2.95065, 1.21861, 0.94682], [1.96958, -1.55629, 2.82847], [0.59042, -1.69381, 4.86219], [-0.49555, 0.53595, 5.77215], [-0.17343, 2.54653, 4.45847], [2.29965, 3.05971, 1.96169], [0.62714, 3.79607, 2.40265], [0.77404, 2.47994, 1.08676]], "atomic_forces_ev_per_a": [[3.61, 4.92, -2.32], [0.42, -3.87, 3.15], [-4.78, 4.22, 7.56], [-5.76, 9.41, 4.73], [3.35, -16.98, 1.52], [1.92, -0.99, -1.94], [4.14, 5.92, -9.18], [-4.26, -5.49, 3.38], [-5.53, -2.11, 4.12], [13.30, 2.66, -8.66], [-9.69, -1.13, 9.57], [-15.42, 2.88, 3.54], [3.02, -6.00, -2.03], [-0.28, 3.25, 2.20], [-0.91, 0.01, 0.33], [0.04, 1.32, -1.00], [7.90, -5.78, 0.26], [-4.71, 4.16, -2.12], [-8.51, -1.64, 16.66], [6.17, 3.84, -14.18], [1.04, -6.20, 7.02], [-4.35, 6.39, -3.39], [-0.37, -0.39, 1.17], [1.43, 0.50, -4.21], [-0.20, -1.04, 1.18], [1.81, -0.54, -1.17], [0.35, -0.09, -0.73], [0.30, 1.68, 0.21], [10.71, -2.36, -4.58], [4.10, 0.81, -4.77], [2.17, 3.34, -0.11], [-0.42, -0.69, 0.98], [-0.36, 3.53, -0.21], [1.29, 0.11, -2.61], [1.06, -1.83, -2.29], [-2.90, -0.58, 0.02], [0.44, -2.24, -0.39], [-0.15, 0.97, -1.69]]}